No. 1
ORCA calculation (ωB97M-V/def2-TZVPD) on one molecule with the formula C5H6O.

Structure (XYZ):
```
12
Properties=species:S:1:pos:R:3:forces:R:3
O 2.3793 -0.7578 0.2952 -0.263 0.146 -0.021
C 1.2550 -0.3097 0.1127 -0.054 -0.074 -0.016
C 0.0044 -1.1971 -0.1534 0.048 -0.097 0.017
C -1.1601 -0.2786 -0.2288 -0.073 -0.217 -0.139
C -0.6635 1.0368 -0.1288 -0.049 0.236 0.100
C 0.7901 1.0496 0.0505 0.252 -0.007 -0.121
H -0.0835 -2.0467 0.5311 0.027 0.124 -0.095
H 0.1644 -1.6188 -1.1605 0.011 0.044 0.107
H -2.2037 -0.5476 -0.3243 0.159 0.042 -0.001
H -0.5798 0.8046 1.0098 -0.097 0.068 0.197
H -1.2651 1.9285 -0.2853 0.103 -0.146 0.021
H 1.3624 1.9367 0.2818 -0.063 -0.118 -0.048
```
Forces are in eV/Å.

LUMO level (spin up / spin down) (Eh): 0.0051 / -0.0101
Frontier orbital gap (spin up / spin down) (eV): 7.9 / 7.3


No. 2
ORCA calculation (ωB97M-V/def2-TZVPD) on a 2-piece molecular cluster, C8H20N2O overall at a distorted geometry.

Structure (XYZ):
```
31
Properties=species:S:1:pos:R:3:forces:R:3
N 3.0293 -1.5821 0.4333 -0.043 -0.349 0.053
C 1.6092 -1.8108 0.6785 -0.031 -0.399 -1.117
C 0.8046 -0.5579 0.2881 0.489 -0.272 0.411
C -0.5510 -0.8171 -0.3449 -0.211 1.309 0.345
N -1.2563 -2.0268 0.1753 0.045 -0.773 -0.264
C -0.3884 -3.2412 0.3333 0.749 -0.809 -0.119
C 1.0453 -3.0043 -0.1259 -0.253 0.547 0.700
H 3.1774 -1.2499 -0.5154 -0.089 0.114 0.070
H 3.5046 -2.4801 0.4778 0.190 0.175 0.170
H 1.4881 -2.0949 1.7257 -0.012 0.324 0.195
H 0.7449 0.1281 1.1285 -0.219 0.072 0.059
H 1.3861 -0.0326 -0.4663 0.006 0.132 -0.051
H -1.2105 0.0386 -0.1293 -0.238 0.521 -0.189
H -0.5043 -0.8634 -1.4263 0.028 -0.465 -0.108
H -1.9882 -2.2518 -0.4973 -0.173 0.195 0.214
H -1.7089 -1.8432 1.0703 -0.054 0.356 -0.147
H -0.7962 -4.1020 -0.1892 -0.436 0.184 -0.160
H -0.3600 -3.5186 1.3834 -0.127 0.171 0.166
H 1.5984 -3.9061 0.1288 0.104 -0.123 -0.192
H 1.1168 -2.8093 -1.1947 -0.002 -0.104 -0.112
C -1.7610 4.3429 0.1890 0.356 0.325 0.301
C -1.1455 2.9339 0.1141 -0.461 0.257 -0.977
C -0.0538 2.9562 -0.9803 0.426 0.259 0.240
O -2.1072 2.0198 -0.1921 0.406 -1.026 0.541
H -2.2310 4.6098 -0.7600 -0.030 -0.150 -0.041
H -2.5191 4.3863 0.9729 -0.044 -0.095 -0.033
H -1.0031 5.1069 0.4164 -0.044 -0.008 -0.002
H -0.5984 2.7912 1.0821 -0.124 -0.218 0.067
H -0.4878 3.1948 -1.9536 -0.144 -0.071 0.031
H 0.4401 1.9811 -1.0548 -0.069 -0.019 -0.024
H 0.7259 3.7024 -0.7675 0.005 -0.058 -0.027
```
Forces are in eV/Å.

LUMO level (Eh): -0.0207
Frontier orbital gap (eV): 5.0


No. 3
ORCA calculation (ωB97M-V/def2-TZVPD) on C46H59As2N3O3RuSi3 as an isolated structure.

Structure (XYZ):
```
117
Properties=species:S:1:pos:R:3:forces:R:3
Ru -0.8687 -0.4726 0.1475 -0.277 0.143 -0.265
O -7.2845 2.2892 -0.5024 0.000 0.004 -0.011
C -6.1948 3.1330 -0.7594 -0.006 -0.014 -0.012
C -4.9376 2.3180 -0.6723 0.002 0.004 0.012
C -3.6820 2.9132 -0.7522 -0.015 0.015 -0.017
C -2.5595 2.1220 -0.6531 0.024 -0.015 0.023
N -2.6201 0.7919 -0.4998 -0.008 0.061 0.102
C -3.8284 0.2027 -0.4571 -0.047 -0.043 -0.052
C -4.9979 0.9344 -0.5265 -0.002 0.032 0.020
C -3.8090 -1.2811 -0.4230 -0.007 -0.010 0.002
C -4.9570 -2.0358 -0.5791 -0.003 -0.007 0.009
C -4.8772 -3.4212 -0.6674 -0.051 -0.004 -0.008
C -6.1146 -4.2520 -0.8329 -0.009 0.012 -0.007
O -7.2258 -3.4022 -0.7666 -0.001 -0.010 -0.018
C -3.6117 -4.0044 -0.6266 0.077 -0.003 -0.007
C -2.5148 -3.1958 -0.4484 -0.024 -0.017 -0.015
N -2.5926 -1.8604 -0.3168 0.146 0.089 0.072
H -8.1131 2.7631 -0.6352 0.003 -0.001 0.004
H -6.1285 3.9576 -0.0396 0.001 -0.001 0.012
H -6.2405 3.5787 -1.7610 -0.001 0.005 -0.001
H -3.5749 3.9826 -0.8823 0.008 -0.008 -0.005
H -1.5702 2.5568 -0.6955 -0.027 -0.004 -0.007
H -5.9690 0.4670 -0.4730 -0.006 -0.009 0.001
H -5.9295 -1.5747 -0.6568 -0.004 0.007 -0.002
H -6.1250 -5.0170 -0.0467 -0.002 0.002 0.010
H -6.0470 -4.7770 -1.7945 0.005 -0.005 -0.001
H -8.0379 -3.9011 -0.9121 0.009 0.008 0.011
H -3.4839 -5.0749 -0.7260 0.004 0.000 0.000
H -1.5207 -3.6259 -0.4048 0.012 -0.024 0.058
N 2.3331 -1.1576 -0.9497 0.006 0.081 -0.083
C 3.3358 -0.5953 -0.8699 -0.008 0.063 0.055
C 4.5594 0.0972 -0.7497 0.030 -0.063 -0.027
C 4.7536 1.2818 -1.4755 0.022 0.020 0.055
C 5.9640 1.9351 -1.3592 -0.002 0.000 -0.009
C 6.9613 1.4140 -0.5389 0.019 0.009 -0.011
C 6.7638 0.2349 0.1756 -0.008 -0.013 0.001
C 5.5628 -0.4373 0.0747 -0.010 0.005 0.019
H 3.9720 1.6707 -2.1128 -0.054 0.033 -0.031
H 6.1412 2.8441 -1.9173 0.003 0.001 0.003
H 7.9113 1.9272 -0.4641 -0.005 0.003 0.003
H 7.5546 -0.1623 0.7970 0.003 0.000 -0.003
H 5.3995 -1.3627 0.6119 -0.002 0.001 0.001
O 0.3049 1.0409 0.5698 -0.191 -0.212 0.261
As 0.7754 2.5528 1.3112 0.160 -0.014 -0.128
C -0.7744 3.5141 1.8247 -0.074 -0.068 0.008
C -0.9454 4.8097 1.3438 0.033 -0.001 -0.010
C -2.0641 5.5326 1.7358 -0.032 0.001 -0.002
C -3.0005 4.9603 2.5863 0.011 -0.015 -0.003
C -2.8286 3.6615 3.0582 0.029 0.029 -0.021
C -1.7111 2.9358 2.6818 0.009 -0.002 -0.007
C 1.9227 2.1573 2.7637 0.011 0.001 -0.004
C 1.5039 2.3492 4.0781 0.004 0.007 -0.025
C 2.3742 2.0437 5.1165 -0.001 0.010 -0.006
C 3.6451 1.5597 4.8373 0.003 0.001 0.007
C 4.0639 1.3867 3.5211 -0.007 -0.003 0.001
C 3.2059 1.6869 2.4770 -0.003 0.005 -0.008
C 1.7071 3.4798 -0.0544 0.047 0.036 0.026
C 2.6876 4.3982 0.3151 0.008 -0.011 -0.030
C 3.2864 5.1790 -0.6648 -0.007 0.004 0.001
C 2.8990 5.0466 -1.9921 0.017 0.015 0.002
C 1.9187 4.1283 -2.3548 0.007 -0.045 -0.009
C 1.3185 3.3384 -1.3858 -0.009 -0.020 0.003
H -0.2145 5.2601 0.6828 -0.008 0.002 0.008
H -2.1973 6.5469 1.3843 0.000 0.003 0.002
H -3.8637 5.5335 2.8978 -0.001 0.004 0.004
H -3.5556 3.2314 3.7336 -0.005 -0.012 0.011
H -1.5594 1.9348 3.0662 -0.021 -0.019 0.021
H 0.5281 2.7629 4.2976 -0.025 -0.005 0.006
H 2.0685 2.2053 6.1414 -0.006 -0.004 -0.003
H 4.3241 1.3372 5.6500 -0.003 0.002 -0.001
H 5.0677 1.0390 3.3159 0.001 0.000 -0.005
H 3.5410 1.5843 1.4497 0.000 -0.005 0.011
H 2.9803 4.5150 1.3520 0.004 0.002 0.004
H 4.0423 5.9020 -0.3887 -0.002 -0.004 0.000
H 3.3550 5.6720 -2.7490 -0.005 -0.008 0.006
H 1.6158 4.0424 -3.3905 0.005 -0.002 0.016
H 0.5511 2.6245 -1.6639 0.006 0.010 -0.006
C 3.1475 -4.2579 -2.3997 -0.001 -0.007 0.029
Si 1.9789 -4.3304 -0.9637 0.012 0.051 -0.037
C 0.7085 -5.6700 -1.0596 -0.031 -0.053 0.018
C 2.8222 -4.1884 0.6872 0.006 0.006 0.005
As 0.7371 -2.1702 -1.1872 0.313 -0.298 0.481
Si -0.4271 -1.9071 2.2234 0.001 0.151 0.147
C -1.9048 -0.9161 2.8201 -0.010 0.000 -0.045
C -0.6927 -3.7279 2.3080 0.105 0.012 -0.060
C 1.2509 -1.3773 2.7968 -0.010 -0.068 0.028
Si 0.3231 -1.7519 -3.5326 -0.013 0.105 -0.473
C 1.9321 -1.0798 -4.1653 0.036 0.033 0.047
C -0.1551 -3.4325 -4.1748 -0.041 -0.007 -0.003
C -1.0562 -0.4962 -3.6051 -0.036 -0.023 0.035
H 3.9175 -5.0188 -2.2357 -0.010 -0.016 -0.030
H 3.6630 -3.3007 -2.4986 0.002 -0.029 0.037
H 2.6534 -4.4931 -3.3431 -0.004 0.018 0.001
H 1.2428 -6.6163 -0.9172 -0.029 -0.008 -0.003
H 0.2187 -5.7294 -2.0320 0.022 -0.013 0.030
H -0.0504 -5.6177 -0.2762 0.034 0.007 -0.006
H 3.7222 -4.8092 0.6522 -0.001 -0.014 0.024
H 2.2056 -4.5648 1.5046 0.041 0.010 -0.026
H 3.1399 -3.1725 0.9299 0.018 -0.017 -0.034
H -2.7184 -1.6185 3.0169 -0.003 0.007 0.005
H -2.3330 -0.1415 2.1670 0.053 0.006 0.029
H -1.6303 -0.4137 3.7516 0.003 -0.001 0.003
H -1.6688 -4.0763 1.9835 -0.058 0.015 -0.022
H -0.6127 -3.9462 3.3831 0.010 -0.011 -0.017
H 0.0983 -4.2964 1.8160 -0.109 0.030 0.015
H 1.6858 -0.5765 2.2032 -0.002 0.026 -0.021
H 1.9314 -2.2302 2.8046 -0.008 0.005 0.009
H 1.1648 -1.0080 3.8249 0.008 -0.006 -0.010
H 2.7356 -1.8174 -4.1467 -0.015 0.018 0.009
H 2.2507 -0.1909 -3.6146 -0.020 -0.016 -0.054
H 1.7899 -0.7779 -5.2064 -0.010 -0.016 -0.035
H 0.6412 -3.8575 -4.7880 0.018 -0.010 0.021
H -1.0413 -3.3434 -4.8060 0.004 0.003 -0.029
H -0.3929 -4.1526 -3.3886 -0.032 0.055 -0.054
H -1.1869 0.0926 -2.6937 0.050 0.021 -0.032
H -2.0096 -0.9789 -3.8272 -0.019 0.001 0.034
H -0.8491 0.2050 -4.4168 -0.023 0.002 -0.030
```
Forces are in eV/Å.

LUMO level (spin up / spin down) (Eh): -0.3853 / -0.4324
Frontier orbital gap (spin up / spin down) (eV): 7.1 / 6.6
2S+1: 5
Expectation value of S²: 6.026
Charge: +4


No. 4
ORCA calculation (ωB97M-V/def2-TZVPD) on a 5-piece molecular cluster, C31H35Cl2FN6O10S overall at a distorted geometry.

Structure (XYZ):
```
86
Properties=species:S:1:pos:R:3:forces:R:3
C -0.6094 0.4624 -0.3419 -0.314 0.236 -0.129
C -0.1486 1.7676 -0.9826 -0.332 -0.749 0.130
C -1.1782 2.3658 -1.9586 1.075 0.167 -0.069
C -1.2017 3.8823 -1.8332 -0.453 0.121 -0.231
N -2.2023 4.4433 -0.8992 0.516 0.115 -0.440
N -2.9522 3.5293 -0.1887 -0.937 0.605 1.019
C -4.3313 3.4308 -0.6238 0.253 -1.216 0.365
Cl -5.2153 4.9875 -0.4866 0.079 0.290 -0.218
C -5.1679 2.3539 0.0691 -0.995 0.455 -0.260
C -6.5596 2.3074 -0.5664 0.222 -0.143 0.052
Cl -4.4416 0.7456 -0.1459 0.297 0.027 0.114
S -2.6836 3.6283 1.4925 1.406 -0.441 -0.184
O -2.8122 2.3540 2.0724 -1.188 -1.147 0.177
O -1.4640 4.2815 1.7135 0.737 1.205 -0.165
F -3.8115 4.5119 2.1233 -0.265 0.099 -0.351
H -0.5861 -0.3660 -1.0462 0.134 -0.153 -0.088
H -1.6413 0.5774 -0.0313 -0.240 -0.063 0.284
H -0.0223 0.2137 0.5362 0.212 -0.139 0.062
H 0.7690 1.5485 -1.5176 0.160 0.354 0.019
H 0.0869 2.4723 -0.1927 -0.018 0.252 0.145
H -0.8046 2.1569 -2.9574 -0.119 -0.064 -0.304
H -2.1502 1.8895 -1.8947 -0.258 0.080 0.222
H -1.3736 4.3336 -2.8070 -0.269 0.101 -0.157
H -0.2194 4.2301 -1.5325 0.245 -0.030 0.193
H -2.7725 5.1495 -1.3415 -0.208 -0.001 0.229
H -4.2904 3.1388 -1.6600 0.006 0.375 -0.449
H -5.3187 2.5956 1.1118 0.461 -0.327 0.444
H -7.0458 1.3872 -0.2718 -0.036 -0.290 -0.048
H -7.1811 3.1063 -0.1904 -0.063 0.383 -0.103
H -6.4440 2.3461 -1.6469 -0.424 0.048 0.205
C 2.3633 -4.7993 -0.9525 -0.020 0.036 -0.016
C 1.6951 -4.0328 -1.9022 0.053 -0.052 0.105
C 1.8714 -2.6620 -1.9334 -0.168 0.001 -0.219
C 2.7274 -2.0802 -1.0138 0.014 -0.144 -0.026
C 3.3873 -2.8238 -0.0606 0.324 -0.125 0.085
C 3.1999 -4.1955 -0.0292 0.031 -0.183 -0.167
N 2.9362 -0.6289 -1.0440 -0.131 0.141 0.179
O 2.2973 0.0186 -1.8526 0.224 -0.120 -0.118
O 3.7155 -0.1482 -0.2434 -0.044 -0.016 -0.097
H 2.2242 -5.8722 -0.9314 -0.009 -0.008 0.002
H 1.0373 -4.5065 -2.6180 -0.015 0.014 -0.015
H 1.3537 -2.0619 -2.6663 0.059 0.119 0.039
H 4.0405 -2.3497 0.6563 -0.001 0.066 -0.036
H 3.7082 -4.7884 0.7175 -0.022 0.070 -0.020
C 7.0942 -0.7428 4.8581 -0.026 0.015 0.017
C 5.8673 -1.0649 4.2952 0.120 0.019 0.065
C 5.7446 -2.1745 3.4745 -0.225 0.094 -0.125
C 6.8642 -2.9487 3.2340 0.028 0.178 0.143
C 8.0966 -2.6404 3.7813 0.245 -0.050 0.044
C 8.2087 -1.5283 4.5981 -0.096 0.043 0.006
N 6.7417 -4.1399 2.3817 0.006 -0.159 -0.149
O 5.6505 -4.3763 1.8945 0.251 0.050 0.108
O 7.7352 -4.8214 2.2127 -0.179 0.103 0.027
H 7.1824 0.1226 5.5018 0.005 0.012 -0.006
H 5.0003 -0.4502 4.4970 -0.021 -0.001 -0.038
H 4.7823 -2.4162 3.0430 0.345 -0.114 0.002
H 8.9606 -3.2547 3.5788 -0.064 -0.096 -0.074
H 9.1650 -1.2755 5.0344 0.021 -0.015 -0.010
C -3.8583 -0.7693 -7.1654 0.000 -0.002 -0.001
C -3.1322 0.4140 -7.1760 -0.070 -0.108 0.004
C -3.3359 1.3612 -6.1878 0.179 0.151 -0.095
C -4.2666 1.1032 -5.1980 0.029 -0.154 -0.149
C -5.0033 -0.0667 -5.1746 -0.176 -0.154 0.116
C -4.7947 -1.0072 -6.1685 0.091 0.030 -0.089
N -4.4690 2.0918 -4.1367 -0.006 0.103 0.124
O -3.8220 3.1208 -4.1805 -0.044 -0.082 0.043
O -5.2690 1.8273 -3.2540 0.253 -0.048 -0.490
H -3.6927 -1.5097 -7.9366 -0.003 -0.003 -0.011
H -2.4044 0.5973 -7.9537 0.013 0.023 -0.002
H -2.7727 2.2821 -6.1929 -0.049 0.043 0.118
H -5.7280 -0.2500 -4.3957 0.036 0.110 0.072
H -5.3602 -1.9282 -6.1637 -0.019 -0.005 0.019
C -0.4194 0.1890 5.2517 0.017 -0.012 0.006
C 0.8124 -0.2693 5.7005 -0.105 0.036 -0.054
C 1.5392 -1.1671 4.9373 0.189 0.004 0.152
C 1.0176 -1.5922 3.7289 -0.093 0.151 0.117
C -0.2116 -1.1520 3.2711 -0.135 -0.016 -0.165
C -0.9320 -0.2544 4.0405 -0.003 0.039 0.103
N 1.7948 -2.5221 2.8974 -0.097 0.181 0.072
O 2.8756 -2.8982 3.3175 -0.254 -0.104 0.092
O 1.3266 -2.8488 1.8320 -0.283 -0.094 0.032
H -0.9810 0.8961 5.8471 -0.010 0.008 0.001
H 1.2087 0.0772 6.6447 0.022 -0.012 0.011
H 2.4978 -1.5238 5.2835 0.024 -0.086 -0.103
H -0.6059 -1.4943 2.3262 0.098 -0.064 -0.035
H -1.8908 0.1036 3.6924 0.011 0.032 -0.057
```
Forces are in eV/Å.

LUMO level (Eh): -0.0375
Frontier orbital gap (eV): 8.3